Record 1
{
  "formula": "C14H18BCl28O2P",
  "method": "ωB97M-V/def2-TZVPD",
  "homo_energy_ha": -0.3014,
  "orbital_gap_ev": 8.06,
  "e_tot_ev": -379492.416,
  "elements": ["C", "C", "O", "C", "C", "O", "B", "C", "P", "C", "C", "H", "H", "H", "H", "H", "H", "H", "H", "H", "H", "H", "H", "H", "H", "H", "H", "H", "H", "C", "Cl", "Cl", "Cl", "Cl", "C", "Cl", "Cl", "Cl", "Cl", "C", "Cl", "Cl", "Cl", "Cl", "C", "Cl", "Cl", "Cl", "Cl", "C", "Cl", "Cl", "Cl", "Cl", "C", "Cl", "Cl", "Cl", "Cl", "C", "Cl", "Cl", "Cl", "Cl"],
  "positions_angstrom": [[-2.04276, 1.65879, 0.20824], [-2.13419, 0.53644, -0.96956], [-2.17098, 1.06645, -2.33350], [-1.01752, 1.91366, -2.63687], [0.42546, 1.09668, -2.57694], [1.20473, 1.74539, -1.51666], [2.27317, 0.88697, -0.99455], [2.79640, -0.52339, -1.64521], [3.16451, 1.54553, 0.61421], [1.83605, 2.39872, 1.74593], [4.16550, 3.06845, -0.05593], [-2.24856, 2.75868, -0.16859], [-1.01919, 1.59896, 0.79509], [-2.85774, 1.36217, 1.01220], [-1.25017, -0.22144, -0.77627], [-3.11312, -0.11483, -0.84742], [-0.96168, 2.90357, -2.02344], [-1.12480, 2.24598, -3.76570], [1.03583, 1.20786, -3.57969], [0.17270, -0.02070, -2.38860], [3.81683, -0.85204, -1.15370], [2.89073, -0.50584, -2.81206], [2.04165, -1.39195, -1.37081], [1.46267, 1.68401, 2.58261], [0.94863, 2.84950, 1.12554], [2.37902, 3.30096, 2.27705], [3.60263, 4.07312, 0.21014], [5.21403, 3.14579, 0.47751], [4.26268, 2.99564, -1.22369], [0.80163, -1.64313, 3.52935], [0.76794, -0.89850, 5.14616], [1.53325, -3.26391, 3.63794], [-0.85976, -1.77374, 2.90172], [1.76741, -0.62969, 2.42937], [-2.47632, -5.63047, 4.40703], [-3.67521, -4.65178, 5.28746], [-2.28427, -7.20389, 5.21824], [-3.03305, -5.88820, 2.73543], [-0.91278, -4.77858, 4.38739], [1.89461, 4.71337, -3.62982], [3.44464, 3.84039, -3.56438], [0.70830, 3.75161, -4.54642], [1.29276, 4.97958, -1.97564], [2.13248, 6.28371, -4.43426], [-5.17836, -2.03720, 2.57271], [-6.06605, -3.55682, 2.30355], [-3.42786, -2.34447, 2.46342], [-5.65011, -0.84700, 1.33536], [-5.56880, -1.39986, 4.18866], [-0.59549, -10.25131, 2.53530], [-1.71635, -8.86821, 2.54103], [0.05722, -10.49258, 4.17421], [-1.46441, -11.71766, 2.02070], [0.74204, -9.92685, 1.40574], [-2.89564, 5.23505, 2.08195], [-4.12562, 3.94802, 2.06205], [-2.19433, 5.36048, 3.71355], [-1.61052, 4.84715, 0.91213], [-3.65186, 6.78518, 1.64017], [3.69833, 1.12921, -7.13803], [2.51203, 2.11369, -6.24723], [3.89160, -0.44431, -6.32744], [3.12544, 0.87235, -8.80407], [5.26459, 1.97525, -7.17266]],
  "forces_ev_per_angstrom": [[-0.45, -0.42, 0.62], [-0.21, -0.74, 1.10], [1.69, 0.53, 1.39], [0.89, -0.12, -1.77], [-1.21, 0.86, -0.77], [1.70, -3.67, 0.27], [-1.44, 1.35, -1.14], [0.06, -0.83, 0.01], [0.20, 1.11, 0.96], [-0.29, 1.36, 0.17], [0.18, 1.13, -0.13], [0.36, -2.68, 0.72], [-1.94, 0.31, -1.45], [1.55, 0.81, -1.63], [-1.51, 1.43, -0.71], [1.92, 1.54, -0.40], [-0.06, -1.94, -0.77], [-0.31, -0.86, 2.41], [-1.41, -0.32, 1.92], [0.68, 1.91, -0.18], [-1.99, 0.75, -1.08], [-0.17, -0.05, 2.13], [1.33, 1.67, -0.57], [0.60, 1.57, -1.75], [1.57, -0.91, 1.24], [-1.01, -1.76, -1.05], [0.98, -2.06, -0.71], [-2.08, -0.37, -1.25], [0.04, 0.23, 2.47], [0.07, 0.02, -0.12], [-0.02, -0.19, -0.38], [0.17, 0.49, -0.08], [1.25, 0.47, 0.31], [-0.08, -0.89, 0.38], [0.06, -0.02, 0.20], [0.23, -0.21, -0.19], [-0.12, 0.52, 0.07], [0.07, 0.08, 0.31], [-0.70, -0.52, 0.06], [0.11, 0.11, 0.14], [-0.36, 0.31, -0.03], [0.19, 0.71, 0.21], [0.14, -0.01, -0.41], [-0.06, -0.39, 0.17], [-0.11, -0.04, -0.03], [0.21, 0.35, 0.07], [-1.33, -0.10, -0.16], [0.12, -0.23, 0.26], [0.12, -0.15, -0.37], [-0.08, 0.04, -0.07], [0.41, -0.57, -0.25], [-0.14, 0.06, -0.34], [0.20, 0.30, 0.12], [-0.28, -0.08, 0.26], [-0.03, 0.03, 0.04], [0.26, 0.33, 0.03], [-0.15, -0.04, -0.39], [-0.15, 0.45, 0.39], [0.17, -0.36, 0.09], [-0.03, 0.00, -0.06], [0.43, -0.50, -0.50], [-0.04, 0.32, -0.15], [0.14, 0.05, 0.37], [-0.35, -0.18, 0.03]]
}



Record 2
{
  "formula": "C14H18BEuN7O2",
  "method": "ωB97M-V/def2-TZVPD",
  "homo_energy_ha": [-0.5691, -0.5687],
  "orbital_gap_ev": [5.30, 4.85],
  "e_tot_ev": -49326.505,
  "spin_multiplicity": 8,
  "charge": 2,
  "elements": ["C", "N", "N", "C", "C", "B", "N", "N", "C", "C", "C", "Eu", "N", "N", "C", "C", "C", "H", "H", "H", "H", "H", "H", "H", "H", "H", "H", "H", "C", "H", "H", "H", "O", "C", "C", "C", "C", "O", "N", "H", "H", "H", "H"],
  "positions_angstrom": [[2.87961, -1.65234, 0.31235], [1.52448, -1.63430, 0.20858], [1.18100, -2.49237, -0.83218], [2.31140, -3.00539, -1.35945], [3.41134, -2.51187, -0.65524], [-0.34418, -2.52649, -1.23540], [-1.37734, -2.64350, -0.04680], [-1.41441, -1.79427, 1.05766], [-2.46737, -2.18465, 1.81674], [-3.10876, -3.28740, 1.21148], [-2.40292, -3.50960, 0.02716], [0.32944, 0.08459, 1.53276], [-0.74672, -1.18594, -1.93050], [-0.78491, 0.01018, -1.23270], [-1.23189, 0.93555, -2.11049], [-1.47700, 0.34237, -3.36946], [-1.15949, -1.00231, -3.19814], [-1.36268, 1.97771, -1.82215], [-1.22064, -1.85063, -3.86653], [-1.84735, 0.81286, -4.26677], [-0.51549, -3.44110, -1.99284], [-2.55658, -4.19545, -0.77945], [2.33597, -3.63658, -2.22181], [-3.94708, -3.84803, 1.56273], [4.44068, -2.72012, -0.87549], [-2.72450, -1.68128, 2.74328], [3.37716, -1.06135, 1.05541], [-2.23040, 1.53168, 1.44062], [-2.58972, 1.91551, 2.40438], [-3.58685, 1.50769, 2.62235], [-1.91160, 1.61377, 3.20732], [-2.59252, 3.01040, 2.37713], [2.56511, 1.29324, 2.11651], [2.27139, 2.17956, 1.27801], [2.92849, 3.56216, 1.09328], [1.81707, 4.38742, 0.49245], [0.78185, 3.35900, 0.02045], [-0.25302, 3.62116, -0.60048], [1.15474, 2.10326, 0.48298], [3.28527, 3.97504, 2.04161], [3.75743, 3.55326, 0.37420], [1.32369, 5.04569, 1.21726], [2.17726, 5.04285, -0.30084]],
  "forces_ev_per_angstrom": [[-0.96, -0.82, -1.01], [0.44, 0.30, 0.14], [-0.72, 1.24, 1.05], [0.26, 0.78, 0.77], [-0.68, 0.22, -0.06], [0.23, -0.88, 0.58], [0.59, 0.78, 0.56], [0.22, 0.17, 0.18], [0.33, -0.81, -1.21], [0.76, 0.65, -0.44], [0.06, 0.56, 0.94], [0.60, -0.43, -2.06], [-0.58, -0.01, -2.89], [-0.72, 2.81, -1.13], [0.93, -0.59, 2.90], [-0.43, 0.66, -0.65], [1.04, -2.41, 2.10], [0.20, -0.23, 0.07], [0.03, 0.18, -0.06], [0.02, 0.06, 0.00], [-0.07, 0.27, 0.01], [-0.09, -0.37, -0.05], [-0.33, -0.34, -0.18], [-0.28, -0.05, 0.13], [0.12, -0.06, 0.12], [0.12, -0.08, -0.18], [0.20, 0.16, 0.21], [-0.18, 0.06, -0.19], [0.15, -0.06, 0.12], [0.40, 0.18, -0.17], [0.03, -0.04, 0.24], [-0.08, -0.32, -0.09], [-1.30, -0.71, -0.93], [-0.15, 1.80, -0.39], [0.30, -0.36, 0.57], [-0.60, 0.15, -0.31], [-1.25, 1.57, -1.14], [1.80, -1.06, 1.09], [-0.30, -1.74, 1.32], [0.12, -0.35, -0.14], [0.02, -0.49, 0.38], [0.03, -0.19, -0.03], [-0.30, -0.17, -0.15]]
}



Record 3
{
  "formula": "C14H18FNO",
  "method": "ωB97M-V/def2-TZVPD",
  "homo_energy_ha": -0.3192,
  "orbital_gap_ev": 9.26,
  "e_tot_ev": -21053.958,
  "elements": ["C", "H", "C", "C", "C", "C", "N", "C", "O", "C", "C", "C", "C", "C", "C", "C", "H", "H", "F", "H", "H", "H", "H", "C", "H", "H", "H", "H", "H", "H", "H", "H", "H", "H", "H"],
  "positions_angstrom": [[-0.81534, -3.01241, -0.95923], [-0.25972, -2.92960, -2.03209], [-0.67266, -1.58174, -0.34248], [-1.48285, -1.77105, 1.02121], [-2.99197, -1.57176, 0.74863], [-3.21576, -0.01988, 0.51854], [-2.11886, 0.34715, -0.18433], [-1.51005, 1.71309, -0.26309], [-2.02521, 2.50559, 0.55705], [-0.20272, 2.00972, -0.95433], [0.89016, 1.44886, -0.49092], [1.12089, 1.21024, 0.74570], [2.32679, 0.18546, 1.16864], [3.13429, -0.15281, 0.37514], [2.86277, -0.13067, -1.14500], [1.71494, 0.60193, -1.30683], [1.62823, 0.57813, -2.43814], [3.49042, -0.64986, -1.64501], [4.27129, -0.87077, 0.68760], [2.49535, 0.30015, 2.44850], [0.53718, 1.59582, 1.47654], [-0.17389, 3.20930, -0.58810], [-0.43156, 2.05596, -1.95821], [-1.56786, -0.53369, -1.00284], [-0.80322, -0.02443, -2.15058], [-2.26442, -1.00014, -1.73201], [-3.16941, 0.54855, 1.33098], [-4.05416, 0.37724, -0.12650], [-3.55476, -2.09577, 0.27857], [-3.50424, -1.58022, 1.91866], [-1.06829, -0.91132, 1.68176], [-1.45114, -2.75892, 1.35130], [0.24527, -1.35820, -0.13159], [-1.91151, -3.48872, -1.18933], [-0.34643, -3.82845, -0.47956]],
  "forces_ev_per_angstrom": [[-0.59, 0.72, -4.80], [-1.41, -0.57, 2.09], [-8.24, -4.11, 0.62], [0.07, 2.82, -1.29], [4.19, 9.24, 11.39], [-2.36, -2.22, -3.18], [5.69, 7.43, -2.47], [-3.69, -1.85, 5.24], [1.00, -0.77, -2.20], [-7.28, 8.27, -0.02], [6.38, -5.92, -0.94], [5.09, -4.22, 3.38], [-10.99, 8.68, 13.03], [9.06, -5.80, -11.31], [-5.17, 4.97, 9.66], [2.55, -0.86, -6.29], [-1.23, 0.67, 1.08], [3.57, -3.17, -4.31], [-0.41, 0.52, 0.20], [-0.31, -0.96, -4.14], [-1.52, 1.03, 2.56], [-0.04, -2.76, -1.30], [0.32, -0.10, -2.44], [4.45, -2.71, -7.94], [-2.07, -0.98, 3.55], [-0.14, -0.30, 0.79], [-0.48, 1.93, 4.03], [-0.36, -1.20, 0.99], [-5.94, -6.83, -6.34], [1.23, -0.67, -3.01], [-1.09, -1.90, -0.31], [1.06, -1.39, 1.22], [5.44, 1.49, 0.83], [2.30, 1.90, 0.60], [0.94, -0.42, 1.03]]
}